No. 1
Here is a single C5H5N molecule from OMol25. Energies are from wB97M-V/def2-TZVPD.

Structure (XYZ):
```
11
Properties=species:S:1:pos:R:3:forces:R:3:mulliken_charge:R:1
C 0.9147 -0.1190 -0.2504 0.24 -0.64 -0.47 -0.098
C -1.2516 1.0937 1.1129 -0.40 0.57 0.20 -0.306
C -1.4163 -0.2732 -0.8233 -0.67 -0.07 0.02 -0.103
C -0.0300 -0.5179 -1.0923 0.14 0.24 0.41 -0.242
C 1.9646 -0.0511 0.5162 0.02 0.23 0.09 -0.576
N -1.7192 0.3250 0.2834 0.64 0.05 -0.58 -0.086
H -1.3725 0.9570 2.1816 0.13 -0.34 0.19 0.205
H -2.1821 -0.4276 -1.5680 -0.05 -0.13 0.08 0.381
H 0.2336 -0.9357 -2.0565 0.10 0.07 0.02 0.331
H 2.3480 -0.9234 1.0350 -0.11 -0.06 0.01 0.243
H 2.5108 0.8721 0.6611 -0.06 0.07 0.02 0.251
```
Forces are in eV/Å.

Output
E, Ha: -248.113697
Lowest unoccupied orbital energy (alpha / beta), eV: 0.489 / 0.488

---

No. 2
Here is 2 unconnected molecules or ions with the total composition C20H33Cl2N2O2 at a distorted geometry from OMol25. Energies are from wB97M-V/def2-TZVPD.

Structure (XYZ):
```
59
Properties=species:S:1:pos:R:3:forces:R:3:mulliken_charge:R:1
C -6.7327 1.4528 -4.8963 0.32 -0.12 0.08 -1.291
C -6.2950 0.0242 -5.1522 -0.36 0.21 -0.71 0.230
Cl -6.8997 -0.4548 -6.7959 0.02 -0.10 0.04 -0.205
C -4.7954 -0.2178 -5.1993 0.15 0.37 0.52 -1.207
C -4.0777 -0.1182 -3.8835 -0.13 -0.49 -0.08 0.728
C -3.4979 -1.1960 -3.3544 -0.10 0.16 0.16 -0.731
C -2.7387 -1.1451 -2.1041 0.38 -0.75 -0.11 0.584
O -1.9826 -2.0489 -1.7849 -0.15 0.31 0.09 -0.625
C -2.8857 0.0371 -1.2336 -0.15 -0.20 0.27 -0.043
N -2.4000 -0.1069 0.0596 0.84 0.66 -0.59 -0.593
C -3.4550 1.1245 -1.7585 -0.11 0.04 0.11 0.229
Cl -3.5829 2.5602 -0.8361 0.04 0.23 0.05 -0.196
C -3.9113 1.1747 -3.1686 0.07 1.54 -0.35 0.351
O -4.0732 2.2601 -3.7098 0.01 -1.22 0.33 -0.560
H -7.6482 1.6789 -5.4159 -0.45 -0.06 0.05 0.428
H -5.9854 2.1437 -5.2485 0.27 0.27 -0.16 0.293
H -6.8552 1.6142 -3.8337 -0.11 0.15 0.29 0.309
H -6.7915 -0.6530 -4.4749 -0.05 -0.29 0.22 0.428
H -4.6220 -1.2119 -5.5763 0.09 -0.32 -0.22 0.502
H -4.3572 0.4947 -5.8865 0.08 0.21 -0.28 0.419
H -3.5308 -2.1639 -3.8184 0.02 -0.24 -0.26 0.416
H -2.0019 0.7824 0.3433 -0.37 0.12 0.46 0.313
H -1.6380 -0.7778 0.0312 -0.28 -0.45 0.12 0.256
C 2.9852 -3.0286 3.4343 0.06 0.10 0.03 -1.306
C 3.0796 -1.6139 4.0030 0.00 -0.17 -0.08 -0.289
C 1.8848 -0.7271 3.6522 0.13 0.12 0.27 -0.766
C 1.5621 -0.4097 2.2004 -0.16 -0.25 0.23 -1.018
N 2.5414 0.3816 1.3737 -0.19 0.33 -0.55 0.241
C 3.7549 -0.4010 0.9429 0.08 -0.23 0.08 -0.523
C 3.2502 -1.3550 -0.1241 -0.09 -0.06 -0.05 -0.619
C 2.1585 -0.5676 -0.8639 -0.15 -0.09 -0.01 -0.530
C 1.8499 0.6365 0.0317 0.10 -0.13 -0.13 -0.724
C 2.8895 1.7253 1.9696 0.29 -0.14 0.15 -0.696
C 3.9125 1.7451 3.1161 -0.02 0.34 0.27 -0.341
C 3.3846 2.2560 4.4698 0.09 -0.18 0.00 -1.320
H 2.8387 -3.0325 2.3520 0.01 -0.03 0.02 0.169
H 3.8977 -3.5853 3.6417 -0.01 -0.04 0.00 0.396
H 2.1557 -3.5727 3.8860 -0.04 0.00 -0.04 0.393
H 4.0251 -1.1549 3.7102 -0.02 0.01 0.04 0.132
H 3.1261 -1.6810 5.0912 -0.02 0.04 0.02 0.443
H 1.9261 0.2006 4.2229 0.02 -0.01 -0.09 0.198
H 0.9900 -1.2337 4.0264 -0.07 0.00 -0.11 0.539
H 0.6536 0.1919 2.1982 -0.02 0.01 -0.02 0.347
H 1.3429 -1.3189 1.6413 0.08 0.01 -0.06 0.646
H 4.4581 0.3233 0.5324 0.00 0.03 0.01 0.484
H 4.2079 -0.9050 1.7880 0.00 0.08 0.03 0.384
H 2.8318 -2.2532 0.3269 0.06 -0.01 0.01 0.028
H 4.0542 -1.6805 -0.7791 0.05 0.06 0.01 0.559
H 1.2757 -1.1803 -1.0395 -0.01 0.00 0.02 0.255
H 2.5015 -0.2230 -1.8366 0.01 0.03 0.01 0.315
H 0.7914 0.7997 0.2093 0.00 0.07 0.04 0.431
H 2.2800 1.5405 -0.3874 0.01 0.07 0.07 0.447
H 1.9446 2.1931 2.2439 -0.02 -0.02 0.07 0.522
H 3.3096 2.2900 1.1415 -0.09 0.01 -0.08 0.388
H 4.7053 2.4263 2.8072 0.00 -0.04 -0.10 0.581
H 4.4054 0.7835 3.2430 -0.07 -0.03 -0.05 0.131
H 2.4907 2.8685 4.3534 0.00 0.04 -0.01 0.347
H 4.1383 2.8661 4.9628 0.01 0.03 -0.02 0.362
H 3.1545 1.4428 5.1564 -0.06 0.04 0.00 0.356
```
Forces are in eV/Å.

Output
E, Ha: -1962.010208
Lowest unoccupied orbital energy, eV: -3.579
Total charge: +1

---

No. 3
Here is 2 unconnected molecules or ions with the total composition F2N2 at a distorted geometry from OMol25. Energies are from wB97M-V/def2-TZVPD.

Structure (XYZ):
```
4
Properties=species:S:1:pos:R:3:forces:R:3:mulliken_charge:R:1
N -1.0456 0.1919 0.1451 -0.44 4.14 0.87 0.229
N -0.1824 0.8885 -0.1132 0.38 -0.97 -0.16 -0.090
F -1.2320 -1.1260 -0.0263 0.29 -3.22 -0.68 -0.094
F 2.4600 0.0456 -0.0055 -0.23 0.04 -0.03 -0.045
```
Forces are in eV/Å.

Output
E, Ha: -308.996699
Lowest unoccupied orbital energy (alpha / beta), eV: -1.838 / -4.013

---

No. 4
Here is a molecular structure, C32H68InO12 at a distorted geometry from OMol25. Energies are from wB97M-V/def2-TZVPD.

Structure (XYZ):
```
113
Properties=species:S:1:pos:R:3:forces:R:3:mulliken_charge:R:1
C 2.9051 -2.2264 -0.9331 -0.41 0.56 0.05 -1.460
C 2.3926 -0.8276 -0.6519 -0.46 -1.15 -0.41 0.878
C 3.1304 0.1154 0.0112 1.76 -0.53 0.48 -0.859
C 2.6682 1.3825 0.2460 -0.13 0.78 0.33 -0.789
C 1.4034 1.7171 -0.1639 0.20 0.39 0.14 -0.742
C 0.6418 0.7675 -0.8140 -2.24 0.32 -0.94 0.559
C -0.7529 1.0635 -1.2356 0.07 0.26 0.10 -1.279
In -2.0717 0.3527 0.4883 0.07 -0.10 0.08 0.689
C 1.1159 -0.5003 -1.0693 0.77 -0.06 0.18 0.022
H 2.8953 -2.3683 -2.0170 0.37 -0.18 0.05 0.195
H 3.8945 -2.3670 -0.4985 0.02 -0.18 -0.19 0.336
H 2.1965 -2.9493 -0.5222 0.18 -0.09 0.10 0.371
H 4.1225 -0.1558 0.3664 -0.02 -0.01 -0.04 0.381
H 3.2843 2.1061 0.7672 0.06 -0.02 0.01 0.406
H 0.9816 2.6992 0.0099 0.02 0.02 0.05 0.443
H -1.0015 0.5207 -2.1523 -0.14 -0.06 0.11 -0.041
H -0.8996 2.1312 -1.4275 -0.06 -0.04 0.11 0.603
H -1.1992 0.8569 1.9741 -0.09 0.03 -0.19 -0.391
H -1.9961 -1.4444 0.3940 -0.07 0.17 -0.06 -0.394
H -3.7235 1.0009 0.3862 0.12 -0.03 0.00 -0.391
H 0.4806 -1.2103 -1.5853 0.00 -0.08 0.03 0.489
C 7.9067 -1.9039 6.2855 -0.16 0.10 0.14 -0.807
O 6.8232 -1.0357 6.0427 0.05 -0.21 -0.27 -0.279
C 7.0365 -0.1033 4.9941 -0.15 -0.02 0.13 -0.560
C 5.8601 -0.0186 4.0382 -0.20 0.14 -0.05 -0.211
O 5.6127 -1.1706 3.2488 0.12 -0.02 0.03 -0.443
C 5.1521 -2.3530 3.8867 0.07 -0.11 0.02 -0.318
C 3.7647 -2.2795 4.4971 0.01 -0.04 0.15 -0.537
O 3.7139 -1.4256 5.6291 0.06 0.23 -0.26 -0.331
C 2.6001 -0.5529 5.6447 0.08 -0.07 0.13 -0.872
H 8.6276 -1.4411 6.9688 0.12 -0.06 -0.07 0.296
H 7.5116 -2.8068 6.7529 -0.01 0.05 0.06 0.232
H 8.4104 -2.1960 5.3586 0.03 0.03 0.00 0.378
H 7.9369 -0.3585 4.4253 0.03 -0.02 0.03 0.349
H 7.1741 0.8835 5.4535 0.09 0.09 -0.20 0.357
H 6.0954 0.7696 3.3173 0.06 -0.06 -0.03 0.413
H 4.9546 0.3063 4.5512 0.03 -0.12 0.20 0.069
H 5.8857 -2.7191 4.6072 -0.09 0.11 0.19 0.062
H 5.1085 -3.1022 3.0917 -0.06 0.08 -0.06 0.436
H 3.4831 -3.2873 4.8285 -0.01 -0.08 -0.20 0.375
H 3.0527 -1.9586 3.7301 0.01 0.05 0.01 0.351
H 2.3638 -0.1742 4.6460 -0.04 -0.05 -0.01 0.405
H 2.8559 0.2982 6.2774 -0.01 -0.06 0.07 0.304
H 1.7224 -1.0557 6.0639 -0.08 0.06 -0.09 0.327
C -1.1330 0.3805 7.5781 -0.14 0.09 0.12 -0.838
O -2.2003 1.2756 7.3570 0.03 -0.20 -0.24 -0.318
C -1.9758 2.2066 6.3072 -0.11 0.02 0.13 -0.446
C -3.1587 2.3231 5.3635 -0.15 0.08 -0.05 -0.360
O -3.4364 1.1817 4.5767 -0.10 0.02 0.07 -0.318
C -3.9074 0.0029 5.2027 0.19 -0.09 -0.03 -0.309
C -5.2865 0.0849 5.8293 0.07 -0.08 0.16 -0.544
O -5.3166 0.9227 6.9780 0.01 0.24 -0.26 -0.284
C -6.4112 1.8081 7.0221 0.12 -0.11 0.15 -0.812
H -0.3903 0.8230 8.2519 0.12 -0.06 -0.07 0.314
H -1.5413 -0.5159 8.0474 0.00 0.04 0.06 0.298
H -0.6519 0.0820 6.6416 0.03 0.04 0.00 0.363
H -1.0910 1.9306 5.7259 0.01 -0.02 0.01 0.295
H -1.8075 3.1884 6.7686 0.09 0.09 -0.18 0.367
H -2.9091 3.1058 4.6419 0.08 -0.08 -0.05 0.425
H -4.0529 2.6705 5.8860 0.03 -0.11 0.22 0.061
H -3.1742 -0.3838 5.9127 -0.09 0.08 0.19 0.040
H -3.9666 -0.7340 4.3976 -0.04 0.07 -0.06 0.440
H -5.5789 -0.9235 6.1495 -0.02 -0.07 -0.19 0.366
H -6.0022 0.4271 5.0746 0.00 0.07 0.02 0.359
H -6.6503 2.2100 6.0323 -0.03 -0.03 -0.01 0.383
H -6.1360 2.6439 7.6672 -0.02 -0.05 0.06 0.230
H -7.2946 1.3124 7.4413 -0.10 0.08 -0.08 0.300
C -2.6151 1.2342 -6.3235 -0.15 -0.11 -0.12 -0.719
O -3.5969 0.3002 -5.9275 0.03 0.21 0.24 -0.328
C -3.1849 -0.5784 -4.8897 -0.13 -0.01 -0.12 0.170
C -4.2206 -0.7122 -3.7885 -0.11 -0.13 0.08 -0.524
O -4.4461 0.4455 -3.0055 -0.06 -0.01 -0.05 -0.341
C -5.0546 1.5773 -3.5975 0.20 0.10 -0.02 -0.295
C -6.5004 1.4106 -4.0262 0.04 0.08 -0.18 -0.583
O -6.6445 0.5304 -5.1326 0.05 -0.22 0.26 -0.280
C -7.6898 -0.4045 -4.9989 0.10 0.11 -0.17 -0.808
H -1.9493 0.8004 -7.0777 0.14 0.07 0.06 0.271
H -3.1287 2.0919 -6.7608 -0.02 -0.05 -0.06 0.292
H -2.0268 1.5909 -5.4731 0.01 -0.03 -0.01 0.277
H -2.2429 -0.2408 -4.4456 0.02 0.02 -0.01 -0.255
H -3.0323 -1.5687 -5.3381 0.13 -0.08 0.18 0.398
H -3.8365 -1.4547 -3.0834 0.08 0.09 0.04 0.472
H -5.1591 -1.1189 -4.1713 -0.01 0.11 -0.22 0.099
H -4.4443 1.9691 -4.4135 -0.12 -0.10 -0.18 0.060
H -5.0406 2.3408 -2.8150 -0.04 -0.07 0.07 0.421
H -6.8827 2.3925 -4.3346 0.01 0.08 0.19 0.377
H -7.0894 1.0655 -3.1700 0.00 -0.07 -0.02 0.361
H -7.7724 -0.7795 -3.9739 -0.03 0.03 0.02 0.381
H -7.4633 -1.2504 -5.6495 -0.03 0.05 -0.06 0.234
H -8.6454 0.0351 -5.3083 -0.08 -0.08 0.09 0.296
C 1.0184 1.3911 -4.2775 -0.01 0.07 -0.13 -0.107
O 1.9112 1.1487 -5.3535 -0.01 -0.27 0.09 -0.338
C 3.2326 0.8459 -4.9473 -0.15 0.05 -0.14 -0.356
C 3.7898 -0.3617 -5.6774 0.13 0.03 -0.10 -0.362
O 3.1714 -1.6046 -5.3754 0.05 -0.08 -0.08 -0.491
C 1.8293 -1.8286 -5.7816 -0.13 0.08 0.20 0.116
C 1.5904 -1.9136 -7.2773 -0.14 0.15 0.01 -0.701
O 1.7723 -0.6659 -7.9288 0.35 -0.11 0.07 -0.234
C 2.5179 -0.7342 -9.1219 -0.18 0.13 0.06 -0.880
H 1.0684 2.4395 -3.9682 -0.04 -0.04 0.16 0.405
H 0.0075 1.1750 -4.6247 0.04 0.06 -0.06 -0.267
H 1.2277 0.7443 -3.4234 0.02 0.07 0.04 0.143
H 3.2789 0.6606 -3.8689 -0.03 0.03 0.02 0.209
H 3.8625 1.7132 -5.1862 0.19 -0.08 0.13 0.386
H 4.8282 -0.4786 -5.3537 -0.04 -0.05 0.09 0.453
H 3.8278 -0.1921 -6.7552 -0.22 0.09 -0.03 0.062
H 1.1553 -1.1099 -5.3139 0.00 0.14 -0.17 -0.141
H 1.5694 -2.8054 -5.3643 0.07 -0.03 -0.03 0.444
H 0.5502 -2.2233 -7.4404 0.03 -0.19 0.08 0.375
H 2.2482 -2.6792 -7.7038 0.05 0.05 -0.03 0.349
H 3.3453 -1.4476 -9.0454 -0.02 -0.04 -0.01 0.393
H 2.9414 0.2543 -9.3048 -0.08 0.01 -0.03 0.245
H 1.8744 -1.0062 -9.9665 0.11 -0.07 -0.07 0.284
```
Forces are in eV/Å.

Output
E, Ha: -2352.762844
Lowest unoccupied orbital energy, eV: 2.423
Total charge: -1